(1)
The following is a DFT calculation (ωB97M-V/def2-TZVPD) of a molecular structure, C5H13N2S3 at a distorted geometry.

Its LUMO energy (alpha / beta) is -3.769 / -3.769 eV. As for the total charge: +1. The HOMO-LUMO gap (alpha / beta) is 7.610 / 7.609 eV. The energy above the lowest of the compared OMol25 structures with the same formula, charge and spin is 344.1 kJ/mol. Its HOMO energy (alpha / beta) is -11.378 / -11.378 eV. Its total energy is -40870.5272 eV.

```
23
Properties=species:S:1:pos:R:3:mulliken_charge:R:1
C 0.6461 0.6726 0.5973 0.17
C 0.5021 1.7506 1.6752 -0.95
C -3.2584 -1.9751 0.4377 -0.82
C -0.8977 1.7839 -1.7894 -0.85
C 3.5450 -1.6139 -0.5313 -0.88
N -2.6651 0.6549 -0.2001 -0.21
N 1.7492 0.1010 0.2906 -0.24
S -3.6290 -0.1837 0.7416 0.09
S -1.2199 0.3472 -0.6986 0.36
S 1.8586 -1.1149 -0.9247 0.13
H -0.3211 1.2917 2.2227 0.33
H 1.4598 1.6976 2.2492 0.35
H 0.3299 2.7134 1.1953 0.28
H -3.7687 -2.6106 1.0677 0.38
H -2.1686 -2.0513 0.4798 0.22
H -3.7361 -2.4344 -0.5518 0.28
H 0.1289 1.9260 -2.0541 0.35
H -1.2319 2.5948 -1.1925 0.33
H -1.5289 1.3985 -2.5791 0.37
H 3.5520 -2.1485 0.3955 0.34
H 4.1750 -0.6133 -0.4913 0.26
H 3.9225 -2.3296 -1.2764 0.36
H 2.5563 0.1432 0.9368 0.37
```


(2)
The following is a DFT calculation (ωB97M-V/def2-TZVPD) of 2 unconnected molecules or ions with the total composition CH2N2O2S at a distorted geometry.

Its LUMO energy is -0.059 eV. As for the total charge: 0. The HOMO-LUMO gap is 10.270 eV. The energy above the lowest of the compared OMol25 structures with the same formula, charge and spin is 772.0 kJ/mol. Its HOMO energy is -10.330 eV. Its total energy is -18973.3273 eV.

```
8
Properties=species:S:1:pos:R:3:mulliken_charge:R:1
C -1.7917 -0.5623 0.0099 0.09
N 0.4397 0.8033 -0.6694 -0.69
N 0.9234 0.0554 0.2020 1.02
O 0.8806 -1.2877 -0.1198 -0.40
O 1.3456 0.3298 1.3370 -0.60
S -2.7686 0.3944 0.6475 -0.08
H 0.6588 -1.5336 -0.9836 0.40
H 0.3122 1.8007 -0.4236 0.26
```


(3)
The following is a DFT calculation (ωB97M-V/def2-TZVPD) of a molecular structure, C39H28AsFN4O4PdS2Te.

Its LUMO energy (alpha / beta) is 0.234 / -2.795 eV. The spin multiplicity is 5. As for the total charge: 0. The HOMO-LUMO gap (alpha / beta) is 8.089 / 5.165 eV. The energy above the lowest of the compared OMol25 structures with the same formula, charge and spin is 0.0 kJ/mol. Its HOMO energy (alpha / beta) is -7.855 / -7.960 eV. Its total energy is -151043.3949 eV.

```
81
Properties=species:S:1:pos:R:3:mulliken_charge:R:1
Pd 0.0551 -0.0525 -0.4707 0.86
S 1.8471 -1.5012 0.3967 -0.22
C 1.9387 -2.8343 -0.6930 0.54
C 2.4178 -4.0700 -0.2326 -0.59
C 2.4539 -5.1624 -1.0794 -0.69
C 2.0278 -5.0392 -2.3969 -0.67
C 1.5718 -3.8131 -2.8747 -0.45
C 1.5296 -2.7146 -2.0382 -0.23
As 0.9315 -0.9600 -2.6096 0.83
C 2.5780 -0.1293 -3.1764 0.52
C 3.8185 -0.5967 -2.7641 -0.43
C 4.9677 0.1089 -3.0942 -0.72
C 4.8823 1.2749 -3.8390 -0.56
C 3.6431 1.7395 -4.2599 -0.82
C 2.4923 1.0443 -3.9249 -0.05
C -0.0211 -1.3522 -4.2499 0.16
C -1.3568 -1.7235 -4.1238 -0.44
C -2.1044 -2.0028 -5.2562 -0.61
C -1.5236 -1.8982 -6.5139 -0.48
C -0.1913 -1.5278 -6.6387 -0.75
C 0.5636 -1.2594 -5.5056 -0.24
H 2.7425 -4.1481 0.7971 0.52
H 2.8107 -6.1167 -0.7142 0.39
H 2.0540 -5.8952 -3.0587 0.41
H 1.2515 -3.7216 -3.9051 0.44
H 3.9008 -1.5049 -2.1810 0.39
H 5.9313 -0.2535 -2.7593 0.41
H 5.7804 1.8263 -4.0865 0.39
H 3.5698 2.6512 -4.8396 0.43
H 1.5268 1.4159 -4.2496 0.57
H -1.8167 -1.7675 -3.1424 0.39
H -3.1445 -2.2875 -5.1576 0.40
H -2.1105 -2.1039 -7.4004 0.40
H 0.2616 -1.4469 -7.6186 0.42
H 1.6018 -0.9658 -5.6010 0.45
C -3.6634 2.8501 5.1688 -1.85
C -2.5393 1.8892 5.5283 0.66
C -2.9221 1.0598 6.7450 -1.17
C -1.7876 0.1215 7.1187 -1.03
C -1.4202 -0.7392 5.9457 1.13
C -0.8555 -1.9792 6.1297 -0.77
C -0.4715 -2.7428 5.0339 0.21
F 0.0781 -3.9535 5.2612 -0.37
C -0.6277 -2.2991 3.7553 -1.33
C -1.2102 -1.0423 3.5431 0.49
C -1.3056 -0.5516 2.1702 1.39
O -0.8332 -1.2476 1.2322 -1.26
C -1.9105 0.7285 2.0272 0.38
C -2.2813 1.4268 3.1445 -0.27
N -2.1961 0.9843 4.4024 0.44
C -1.6233 -0.2637 4.6349 -0.77
C -2.0249 1.4556 0.7026 0.00
O -2.1406 2.6817 0.7186 -0.77
O -1.9631 0.7133 -0.3487 -0.75
H -3.9513 3.3867 6.0725 0.46
H -4.5372 2.3090 4.7995 0.36
H -3.3739 3.5992 4.4334 0.53
H -1.6274 2.4472 5.7573 0.20
H -3.8366 0.4984 6.5314 0.34
H -3.1410 1.7407 7.5676 0.39
H -2.0556 -0.5045 7.9702 0.49
H -0.9102 0.7103 7.4052 0.37
H -0.6912 -2.3680 7.1274 0.52
H -0.3109 -2.8839 2.9035 0.67
H -2.6610 2.4251 2.9864 0.52
Te 0.1081 2.6022 -1.3157 0.67
C -0.9117 2.9535 -3.0879 0.25
C -1.0549 4.2289 -3.5937 -0.62
C -1.7754 4.2749 -4.8061 -0.49
C -2.1779 3.0389 -5.2167 -0.58
S -1.6757 1.8172 -4.1327 0.13
H -0.6561 5.1037 -3.0950 0.38
H -1.9929 5.1841 -5.3496 0.38
H -2.7439 2.7903 -6.1023 0.40
O 1.8707 1.7588 0.5814 -0.61
N 1.2682 1.6434 1.6942 0.45
C 1.9516 1.9947 2.7735 0.33
C 3.2948 2.4606 2.7189 -0.04
N 4.3822 2.8371 2.6712 -0.54
C 1.2843 1.8686 4.0203 0.22
N 0.7416 1.7786 5.0344 -0.50
```


(4)
The following is a DFT calculation (ωB97M-V/def2-TZVPD) of a molecular structure, C11H21Cl2CrNO9.

Its LUMO energy (alpha / beta) is -0.103 / -0.105 eV. The spin multiplicity is 5. As for the total charge: 0. The HOMO-LUMO gap (alpha / beta) is 7.040 / 8.199 eV. The energy above the lowest of the compared OMol25 structures with the same formula, charge and spin is 0.0 kJ/mol. Its HOMO energy (alpha / beta) is -7.143 / -8.304 eV. Its total energy is -85134.5150 eV.

```
45
Properties=species:S:1:pos:R:3:mulliken_charge:R:1
Cr -10.2798 -3.0686 15.3980 0.32
Cl -12.6962 -3.0547 15.6010 -0.56
Cl -9.5303 -1.6280 17.2137 -0.64
C -9.6468 -5.7004 11.4394 -1.13
C -10.0537 -5.0281 12.6527 0.53
N -10.3609 -4.5064 13.6206 -0.15
H -10.2195 -5.3314 10.5909 0.34
H -9.8150 -6.7725 11.5369 0.32
H -8.5872 -5.5411 11.2489 0.30
C -6.7522 -1.0816 14.3020 -0.66
O -6.1873 -2.4173 14.1741 -0.43
C -7.0358 -3.3781 14.4865 0.64
O -8.1902 -3.1887 14.7601 -0.10
O -6.5142 -4.5895 14.4466 -0.30
C -5.1189 -4.7558 14.2480 -0.75
H -5.9555 -0.4254 13.9625 0.32
H -6.9490 -0.8894 15.3538 0.31
H -7.6435 -1.0067 13.6913 0.19
H -4.5225 -4.0548 14.8329 0.33
H -4.8517 -4.6089 13.1997 0.30
H -4.8710 -5.7610 14.5704 0.24
C -9.5089 -7.2006 15.5123 -0.38
O -9.6457 -7.1102 16.9293 -0.36
C -9.9906 -5.9143 17.3687 0.74
O -10.0437 -4.8984 16.7182 -0.08
O -10.2635 -5.9812 18.6562 -0.38
C -10.5583 -4.7214 19.2617 -0.60
H -8.7648 -6.4883 15.1510 0.02
H -10.4564 -6.9865 15.0196 0.26
H -9.1788 -8.2144 15.3104 0.30
H -9.7003 -4.0523 19.1911 0.26
H -10.7454 -4.9131 20.3141 0.21
H -11.4283 -4.2693 18.7916 0.29
C -12.3720 -1.8592 12.2747 -0.26
O -12.1537 -0.5582 12.8066 -0.38
C -11.1451 -0.3904 13.6412 0.82
O -10.3782 -1.2338 14.0560 -0.16
O -11.1062 0.8702 14.0191 -0.40
C -10.0311 1.2190 14.9194 -0.34
H -13.3536 -2.2028 12.5901 0.27
H -11.6090 -2.5452 12.6130 -0.08
H -12.3602 -1.7835 11.1852 0.28
H -9.9665 2.2991 14.9049 0.26
H -9.1003 0.7663 14.5765 0.02
H -10.2335 0.8321 15.9168 0.23
```


(5)
The following is a DFT calculation (ωB97M-V/def2-TZVPD) of a molecular structure, C14H34BrFGa at a distorted geometry.

Its LUMO energy is 2.871 eV. As for the total charge: -1. The HOMO-LUMO gap is 7.766 eV. Its HOMO energy is -4.896 eV. Its total energy is -140208.0478 eV.

```
51
Properties=species:S:1:pos:R:3:mulliken_charge:R:1
C 0.6677 1.2068 3.5500 -0.76
C 1.5889 -0.0418 3.7167 0.14
F 1.1332 -0.7590 4.8524 -0.35
Ga 1.4948 -1.1519 1.9776 0.22
Br 3.4930 -0.9678 0.6115 -0.56
H -0.0235 1.0367 2.7097 -0.01
H 0.0813 1.3736 4.4707 0.25
H 1.2437 2.1149 3.3104 0.27
H 2.6236 0.2538 3.9595 0.29
H 1.1467 -2.6717 2.3982 -0.24
H 0.2415 -0.6492 1.0810 -0.24
C 5.3660 -2.5455 -5.3616 -1.18
C 4.1740 -3.4911 -5.2733 -0.36
C 2.8279 -2.7889 -5.4493 -0.72
C 2.5009 -1.7382 -4.3857 -0.75
C 2.4986 -2.2497 -2.9448 -0.13
C 1.4484 -3.3222 -2.6845 -1.27
H 5.3466 -1.7976 -4.5677 0.29
H 6.3007 -3.1022 -5.2657 0.37
H 5.3813 -2.0263 -6.3232 0.29
H 4.2011 -4.0287 -4.3219 0.26
H 4.2718 -4.2500 -6.0567 0.35
H 2.0371 -3.5448 -5.4706 0.31
H 2.8067 -2.3051 -6.4328 0.37
H 1.5168 -1.3136 -4.6127 0.39
H 3.2097 -0.9078 -4.4623 0.30
H 2.3049 -1.4072 -2.2781 0.27
H 3.4864 -2.6304 -2.6726 0.23
H 0.4460 -2.9502 -2.9104 0.29
H 1.4666 -3.6203 -1.6350 0.37
H 1.6258 -4.2187 -3.2848 0.31
C -5.9974 1.5701 2.8252 -1.21
C -4.8079 1.7377 1.8863 -0.53
C -3.4561 1.6167 2.5899 -0.49
C -3.1861 2.6734 3.6621 -0.48
C -3.2539 4.1222 3.1803 -0.41
C -2.2139 4.4534 2.1157 -1.14
H -6.0218 2.3494 3.5892 0.28
H -6.9345 1.6283 2.2665 0.38
H -5.9645 0.5997 3.3253 0.29
H -4.8829 2.6974 1.3659 0.26
H -4.8627 0.9658 1.1131 0.38
H -2.6635 1.6495 1.8377 0.27
H -3.3850 0.6285 3.0543 0.39
H -2.1938 2.4872 4.0838 0.16
H -3.8922 2.5450 4.4890 0.32
H -3.0939 4.7803 4.0401 0.36
H -4.2544 4.3531 2.8011 0.25
H -1.2039 4.2665 2.4861 0.26
H -2.2793 5.5072 1.8347 0.37
H -2.3607 3.8628 1.2099 0.29
```


(6)
The following is a DFT calculation (ωB97M-V/def2-TZVPD) of a molecular structure, C32H46O2S2SeTl.

Its LUMO energy is 2.420 eV. As for the total charge: -1. The HOMO-LUMO gap is 6.787 eV. Its HOMO energy is -4.367 eV. Its total energy is -129739.5344 eV.

```
84
Properties=species:S:1:pos:R:3:mulliken_charge:R:1
Tl 0.5283 0.1271 0.0926 0.74
C -3.7720 -6.0658 0.3976 -1.74
C -2.4007 -6.3376 -0.2214 2.26
C -1.5867 -7.1847 0.7663 -1.66
C -2.6116 -7.1400 -1.5131 -1.77
C -1.6473 -5.0433 -0.5227 -0.95
C -2.1452 -3.7896 -0.2297 -0.81
C -1.3896 -2.6504 -0.4948 -0.24
Se -2.0782 -0.9132 -0.1220 0.08
C -2.2221 -0.8688 1.7810 0.09
C -3.0106 -1.7819 2.4727 -0.44
C -3.1304 -1.6998 3.8461 -0.87
C -2.4568 -0.6431 4.4768 0.00
C -1.6695 0.2863 3.8210 -0.51
C -1.5268 0.1826 2.4028 1.47
O -0.7787 1.0139 1.7290 -1.10
C -0.9505 1.4100 4.5689 2.43
C -1.4327 2.7667 4.0333 -1.71
C 0.5696 1.2876 4.3800 -1.46
C -1.2349 1.3755 6.0724 -2.33
C -3.9370 -2.6941 4.6796 2.28
C -4.5744 -3.7782 3.8103 -2.20
C -5.0556 -1.9640 5.4357 -1.78
C -3.0116 -3.3793 5.6947 -1.72
C -0.1239 -2.6857 -1.1100 1.33
O 0.5573 -1.6067 -1.3783 -1.00
C 0.3913 -3.9834 -1.4184 -0.21
C -0.3771 -5.0929 -1.1177 0.03
C 1.7731 -4.1107 -2.0631 2.33
C 1.7745 -3.3925 -3.4214 -1.69
C 2.1603 -5.5705 -2.3109 -2.35
C 2.8418 -3.4942 -1.1476 -1.47
H -4.2805 -7.0130 0.5939 0.49
H -4.4054 -5.4764 -0.2694 0.36
H -3.6860 -5.5298 1.3459 0.12
H -2.1115 -8.1162 1.0000 0.48
H -1.4235 -6.6360 1.6963 0.32
H -0.6087 -7.4416 0.3545 0.31
H -3.1627 -8.0618 -1.3038 0.45
H -1.6613 -7.4140 -1.9748 0.32
H -3.1791 -6.5549 -2.2400 0.37
H -3.1278 -3.6766 0.2061 0.59
H -3.5222 -2.5578 1.9211 0.09
H -2.5478 -0.5641 5.5529 0.31
H -1.2358 2.8563 2.9662 0.31
H -0.9139 3.5752 4.5575 0.44
H -2.5065 2.8847 4.2042 0.35
H 0.8510 1.3665 3.3323 0.23
H 0.9271 0.3227 4.7482 0.26
H 1.0757 2.0778 4.9442 0.45
H -2.2982 1.4979 6.2942 0.41
H -0.6991 2.1996 6.5492 0.46
H -0.8906 0.4454 6.5318 0.38
H -5.2626 -3.3550 3.0749 0.38
H -5.1395 -4.4698 4.4401 0.47
H -3.8162 -4.3551 3.2748 0.28
H -5.7246 -1.4577 4.7363 0.36
H -4.6528 -1.2112 6.1159 0.33
H -5.6435 -2.6728 6.0267 0.45
H -2.2034 -3.9046 5.1815 0.34
H -3.5694 -4.1034 6.2966 0.48
H -2.5597 -2.6533 6.3732 0.33
H 0.0298 -6.0701 -1.3453 0.32
H 1.0452 -3.8509 -4.0955 0.34
H 2.7636 -3.4785 -3.8817 0.45
H 1.5304 -2.3382 -3.3057 0.30
H 1.4667 -6.0718 -2.9909 0.41
H 2.2090 -6.1439 -1.3815 0.38
H 3.1516 -5.5965 -2.7693 0.45
H 2.6576 -2.4368 -0.9698 0.25
H 3.8301 -3.6100 -1.6043 0.45
H 2.8540 -3.9987 -0.1779 0.26
C 4.4413 2.5801 -0.2695 -1.72
C 3.3474 1.5812 0.0808 0.83
S 1.8784 1.9167 -0.8608 -0.36
C 3.5456 0.6099 0.9857 0.46
C 4.8677 0.4611 1.7041 -1.51
S 2.4090 -0.6377 1.5224 -0.34
H 4.0912 3.2924 -1.0146 0.41
H 5.3221 2.0841 -0.6838 0.34
H 4.7572 3.1544 0.6044 0.34
H 5.6039 1.2001 1.3951 0.41
H 5.2851 -0.5329 1.5227 0.28
H 4.7222 0.5533 2.7837 0.28
```